This record from the Open Molecules 2025 dataset describes C58H152F6N7O30S2Sr as an isolated structure in a non-equilibrium geometry. The level of theory is wB97M-V/def2-TZVPD.

XYZ file:
```
256
Properties=species:S:1:pos:R:3:forces:R:3:lowdin_charge:R:1
Sr 1.915 14.649 6.949 1.5 0.5 -0.9 1.465
C 2.624 12.435 10.687 0.8 0.3 -0.1 -0.565
F 2.047 11.408 10.089 -0.1 -0.6 0.1 0.114
F 2.807 12.167 12.005 -0.5 0.6 -1.5 0.122
F 3.846 12.606 10.121 -1.6 0.3 0.7 0.127
S 1.433 13.968 10.391 3.2 4.7 1.7 0.724
O 0.632 14.117 11.612 0.2 -1.5 -2.0 -0.307
O 2.316 15.148 10.265 -1.0 -2.7 -0.7 -0.299
N 0.695 13.799 8.820 0.8 -0.7 4.7 -0.435
S -0.762 13.376 9.195 -3.1 -2.4 -1.4 0.554
O -1.426 13.023 7.947 0.2 1.0 0.7 -0.310
O -0.892 12.343 10.208 0.2 1.2 -0.4 -0.308
C -1.626 14.990 9.840 1.7 0.2 2.1 -0.624
F -2.731 15.174 9.212 -1.8 -0.2 -0.9 0.179
F -1.874 14.890 11.178 -0.3 -0.5 -0.9 0.093
F -0.900 16.109 9.728 0.4 -0.7 -0.4 0.133
C 6.561 14.317 7.776 -5.5 -0.2 -0.8 -0.004
C 7.474 15.211 8.218 5.5 -1.2 1.0 -0.327
C 7.081 16.574 8.772 4.1 3.5 1.5 -0.357
O 7.915 17.421 9.289 -0.9 -3.1 -1.2 -0.034
C 5.805 17.046 8.680 -4.9 -1.9 -0.9 -0.013
C 4.757 16.178 8.231 2.9 -1.0 -0.2 -0.319
C 5.141 14.692 7.712 3.1 0.6 0.5 -0.290
O 4.209 13.984 7.250 0.1 -0.1 0.2 -0.229
O 3.541 16.399 8.150 -1.8 0.4 -0.4 -0.142
O 8.709 14.763 8.221 -2.7 2.2 0.3 -0.061
H 6.935 13.352 7.466 -0.3 -0.1 -0.2 0.095
H 5.480 17.979 9.114 0.4 0.2 -0.1 0.110
C -4.582 16.266 12.958 -0.5 -0.1 0.6 -0.111
O -4.474 15.880 14.352 0.5 -0.2 -0.8 -0.136
H -4.134 15.569 12.251 0.2 -0.3 0.6 0.059
H -5.657 16.253 12.780 0.0 0.5 -0.6 0.076
H -4.097 17.230 12.799 -0.2 0.1 -0.1 0.076
H -4.896 16.600 14.827 0.1 -0.1 0.2 0.070
C -5.687 16.371 8.362 0.3 0.6 1.1 -0.107
O -5.084 17.442 7.627 0.2 -1.8 -1.0 -0.148
H -5.210 16.360 9.342 -0.1 -0.2 0.3 0.069
H -6.754 16.502 8.540 -0.1 0.2 -0.3 0.083
H -5.532 15.369 7.963 0.3 0.4 -0.7 0.065
H -5.326 18.294 7.997 -0.4 0.3 0.5 0.016
C -2.225 18.954 8.305 -0.5 0.1 0.3 -0.131
O -2.189 17.664 7.716 0.4 0.6 0.0 -0.141
H -3.129 19.460 7.966 0.0 0.4 -0.2 0.065
H -2.348 18.850 9.384 0.4 0.2 0.2 0.076
H -1.361 19.575 8.069 0.1 -0.4 0.0 0.078
H -3.064 17.361 7.970 -0.3 -0.8 -0.5 0.036
C 4.763 12.062 14.955 0.1 0.9 -0.2 -0.143
O 4.988 12.553 16.262 0.0 -0.2 0.8 -0.120
H 4.357 12.891 14.375 -0.3 -0.1 -0.3 0.057
H 5.747 11.854 14.534 -0.2 -0.5 -0.2 0.088
H 4.060 11.230 14.939 0.3 -0.2 -0.2 0.066
H 4.314 12.201 16.848 0.0 0.1 0.0 0.059
C -2.146 9.343 6.188 0.7 0.2 -0.3 -0.197
O -3.411 8.788 6.310 -0.5 0.1 -0.4 -0.122
H -1.424 8.593 6.509 0.6 0.1 -0.2 0.073
H -1.961 9.637 5.155 0.1 0.0 0.0 0.077
H -2.031 10.204 6.847 0.1 0.4 0.0 0.064
H -3.355 8.564 7.242 -1.1 -0.4 0.4 -0.002
C -2.255 18.522 15.356 1.4 -0.5 0.5 -0.128
O -1.534 18.267 14.161 -1.3 1.0 -0.4 -0.156
H -2.921 17.725 15.686 -0.5 -0.1 -0.6 0.063
H -1.494 18.479 16.135 -0.1 0.7 0.5 0.070
H -2.746 19.494 15.309 0.1 -0.2 0.0 0.083
H -1.120 17.403 14.217 0.3 -1.2 0.1 0.020
C -3.696 10.433 9.433 -0.1 -0.9 2.0 -0.038
C -3.378 9.009 9.994 0.5 2.0 -0.3 -0.267
O -3.256 8.235 8.852 0.3 -1.9 -0.5 -0.092
H -4.042 11.010 10.291 -0.2 0.3 -0.1 0.070
H -4.488 10.387 8.686 0.2 0.0 -0.1 0.073
H -2.770 10.921 9.127 -0.2 -0.2 -0.4 0.052
H -4.063 8.514 10.683 -0.5 0.6 0.1 0.119
H -2.399 9.029 10.472 0.0 0.3 0.4 0.084
H -3.014 7.362 9.169 0.1 -0.4 -0.5 0.109
C -2.439 21.689 10.959 0.8 1.4 0.3 -0.096
C -2.601 20.457 11.786 0.2 -0.4 -0.1 -0.350
O -1.328 19.842 11.965 -0.7 0.8 -0.7 -0.073
H -1.956 21.523 9.997 -0.4 -0.2 -0.1 0.070
H -1.768 22.370 11.483 0.4 -0.1 0.1 0.076
H -3.316 22.334 10.899 -0.5 -0.5 -0.4 0.068
H -3.308 19.792 11.292 -0.1 -0.4 -0.2 0.083
H -3.071 20.710 12.736 0.1 0.1 0.3 0.108
H -1.422 19.230 12.700 0.2 -0.5 0.6 0.018
C 4.710 9.200 11.558 0.2 -0.4 1.2 -0.077
C 4.687 8.036 12.543 1.1 0.1 -0.5 -0.294
O 5.903 8.086 13.367 -1.7 0.0 -0.4 -0.082
H 4.521 10.070 12.187 0.0 0.4 -0.4 0.061
H 3.918 9.061 10.821 0.1 0.2 -0.1 0.059
H 5.710 9.290 11.133 -0.2 0.0 -0.3 0.079
H 4.711 7.080 12.019 -0.2 -0.2 -0.1 0.101
H 3.756 8.103 13.106 0.1 -0.1 0.5 0.095
H 5.665 7.511 14.098 0.4 0.0 0.3 0.068
C 1.018 11.210 15.509 0.3 0.8 -0.7 -0.078
C 1.181 10.230 14.356 0.3 0.0 1.0 -0.328
O 0.618 9.044 14.876 -0.3 -0.3 -0.4 -0.087
H 1.724 10.965 16.301 -0.2 -0.2 0.1 0.072
H -0.011 11.188 15.869 0.1 -0.1 0.1 0.079
H 1.232 12.243 15.236 0.1 0.1 -0.2 0.056
H 2.231 10.035 14.135 0.4 0.2 0.0 0.085
H 0.750 10.498 13.392 -0.5 0.4 0.1 0.098
H 0.522 8.494 14.095 -0.1 -0.8 0.1 0.019
C -7.018 18.934 10.631 -0.9 -0.5 -0.4 -0.070
C -6.449 20.094 9.887 0.5 0.8 1.5 -0.314
O -5.677 19.680 8.804 0.3 -0.1 -1.0 -0.082
H -6.344 18.111 10.867 0.3 0.3 -0.1 0.064
H -7.788 18.561 9.955 -0.2 -0.5 0.3 0.081
H -7.499 19.261 11.553 0.0 0.1 -0.1 0.085
H -5.780 20.649 10.545 -0.1 0.4 0.2 0.109
H -7.261 20.740 9.552 -0.1 0.1 0.0 0.122
H -5.387 20.470 8.341 0.2 0.0 -0.2 0.111
C -5.403 19.122 4.282 0.3 -0.4 -0.7 -0.073
C -4.159 18.200 4.211 0.0 0.4 0.7 -0.309
O -4.367 16.958 4.841 -0.3 -0.7 -0.6 -0.089
H -5.260 20.136 3.909 0.5 0.1 0.1 0.063
H -5.801 19.185 5.294 0.0 -0.1 0.0 0.057
H -6.162 18.728 3.606 -0.2 -0.3 0.3 0.067
H -3.287 18.661 4.674 0.1 0.4 0.1 0.092
H -3.845 17.950 3.198 -0.3 0.2 -0.2 0.109
H -4.661 17.053 5.750 0.0 0.5 0.4 0.033
C 0.723 8.199 10.259 -0.4 0.4 -0.7 -0.059
C -0.115 7.888 11.463 0.4 0.8 1.2 -0.298
O 0.714 7.578 12.570 0.5 -0.5 0.4 -0.096
H 0.018 8.387 9.448 0.2 -0.7 -0.6 0.069
H 1.456 7.407 10.105 -0.3 -0.3 -0.5 0.083
H 1.302 9.121 10.233 -0.1 0.1 1.0 0.059
H -0.818 7.060 11.371 -0.1 0.0 -0.7 0.117
H -0.664 8.751 11.840 -0.2 0.1 -0.4 0.106
H 1.104 6.718 12.398 0.2 -0.1 0.2 0.099
C 9.316 10.836 7.082 -0.8 -0.4 0.0 -0.091
C 9.408 11.026 8.571 0.2 0.9 0.3 -0.335
O 9.998 12.301 8.820 0.8 -1.4 0.6 -0.094
H 8.802 9.910 6.825 0.0 -0.2 -0.1 0.065
H 10.283 10.849 6.579 0.0 0.2 0.1 0.077
H 8.665 11.642 6.742 0.2 0.1 -0.5 0.068
H 9.938 10.225 9.086 0.7 0.2 -0.1 0.107
H 8.441 11.009 9.072 -0.6 -0.1 -0.3 0.077
H 9.469 12.981 8.397 -0.5 0.8 -0.2 0.021
C -1.797 11.968 13.095 1.1 -1.2 -0.9 -0.099
C -3.082 12.639 13.326 -0.5 -0.4 0.4 -0.335
O -2.930 13.224 14.594 -0.3 0.8 0.7 -0.070
H -0.950 12.652 13.134 0.0 0.0 -0.2 0.070
H -1.796 11.425 12.150 0.1 0.3 -0.2 0.054
H -1.645 11.179 13.832 0.0 0.2 0.4 0.079
H -3.842 11.858 13.371 -0.5 0.0 -0.1 0.109
H -3.387 13.358 12.566 0.3 0.1 -0.1 0.097
H -3.535 13.966 14.658 -0.2 0.3 0.2 0.047
C 2.577 18.708 10.646 0.4 0.2 0.9 -0.064
C 1.644 18.809 9.474 0.0 0.7 0.5 -0.300
O 2.376 18.757 8.259 -0.9 1.1 0.3 -0.111
H 3.190 17.809 10.584 -0.2 -0.2 0.1 0.055
H 2.037 18.747 11.593 -0.3 -0.5 0.0 0.071
H 3.279 19.533 10.767 0.0 0.2 -0.6 0.083
H 1.067 19.733 9.518 0.1 0.2 -0.2 0.111
H 0.899 18.016 9.549 -0.1 -0.4 -0.2 0.099
H 2.781 17.890 8.328 1.5 -1.0 -0.3 0.006
C 1.439 16.877 14.938 0.2 0.3 0.0 -0.042
C 0.714 15.572 15.148 -0.2 -0.2 1.4 -0.425
C 0.298 15.360 16.633 1.4 1.3 0.0 -0.159
O 1.503 15.470 17.427 -0.9 -1.0 -0.1 -0.198
C 2.351 14.312 17.353 -0.4 1.0 0.6 -0.096
N -0.461 15.605 14.312 -0.4 -0.4 -0.4 0.071
H 1.482 17.115 13.875 0.1 -0.2 -0.2 0.080
H 2.462 16.896 15.315 -0.2 0.0 0.2 0.081
H 0.827 17.664 15.378 0.2 0.2 0.2 0.077
H 1.342 14.717 14.895 0.3 -0.1 -0.2 0.118
H -0.310 14.482 16.851 0.4 -0.7 -0.3 0.119
H -0.333 16.161 17.019 0.0 0.5 -0.4 0.115
H 2.987 14.357 16.469 0.0 -0.3 0.0 0.077
H 1.765 13.396 17.419 -0.1 -0.1 -0.3 0.074
H 2.957 14.374 18.257 0.3 -0.1 -0.2 0.090
H -0.111 15.391 13.389 -0.2 0.3 -0.7 0.062
H -0.991 14.772 14.523 -0.7 -0.2 0.1 0.066
C 1.148 10.234 6.601 -0.4 0.4 -0.3 -0.049
C 2.542 10.765 6.778 0.4 0.0 -0.5 -0.427
C 3.631 9.784 6.335 -0.1 -0.6 1.1 -0.208
O 4.935 10.281 6.557 -0.1 0.0 0.2 -0.183
C 5.218 10.493 7.964 0.5 0.2 -1.2 -0.051
N 2.755 11.963 5.970 -0.2 0.5 0.0 0.033
H 1.037 9.227 7.004 -0.2 0.1 0.0 0.079
H 0.863 10.272 5.549 0.3 -0.6 -0.4 0.080
H 0.402 10.922 6.999 0.0 -0.1 0.7 0.064
H 2.713 11.091 7.804 0.0 -0.3 0.1 0.114
H 3.499 9.528 5.284 0.2 0.3 -0.2 0.131
H 3.551 8.834 6.863 -0.2 -0.3 0.3 0.117
H 6.298 10.398 8.069 0.0 0.0 0.0 0.078
H 4.748 9.725 8.579 -0.2 0.1 0.1 0.077
H 4.960 11.523 8.211 -0.2 -0.1 0.4 0.069
H 2.697 11.683 5.001 -0.4 -0.1 -0.5 0.079
H 3.754 12.084 6.062 0.5 1.0 0.2 0.055
C 0.242 18.918 5.640 -0.4 -0.9 -0.7 -0.030
C 0.854 17.490 5.583 1.1 0.2 0.5 -0.359
C 2.338 17.508 5.103 -0.1 -0.9 0.1 -0.103
O 2.969 16.157 5.117 -3.6 1.2 1.1 -0.325
C 4.277 16.130 4.718 0.9 -0.1 -0.5 -0.118
N 0.772 16.956 6.973 -0.7 0.2 -1.2 -0.018
H 0.664 19.460 6.486 0.4 0.3 -0.4 0.081
H -0.824 18.825 5.843 -0.1 -0.3 0.2 0.053
H 0.241 19.429 4.677 0.6 0.3 0.1 0.080
H 0.299 16.815 4.932 -0.2 0.2 -0.1 0.110
H 2.930 18.173 5.733 0.1 0.0 0.1 0.130
H 2.347 17.882 4.079 0.2 0.0 -0.2 0.124
H 4.887 16.758 5.367 0.3 0.2 -0.3 0.106
H 4.251 16.412 3.665 0.9 0.3 -0.2 0.094
H 4.630 15.103 4.809 0.1 0.0 0.0 0.096
H -0.152 17.275 7.226 -0.7 -0.7 0.5 0.039
H 1.322 17.628 7.489 0.6 0.1 0.3 0.010
C -1.573 14.449 5.320 -0.5 0.2 -0.6 -0.050
C -0.545 13.464 4.770 -2.1 0.1 1.2 -0.431
C -1.082 12.788 3.477 1.3 -0.2 2.0 -0.219
O -1.307 13.707 2.450 0.1 -0.9 -1.2 -0.149
C -1.445 12.963 1.221 -0.5 0.3 -0.2 -0.088
N 0.700 14.159 4.620 0.0 0.1 -1.8 -0.012
H -2.484 13.918 5.597 0.1 0.1 0.5 0.080
H -1.907 15.135 4.542 0.1 0.1 -0.3 0.082
H -1.197 15.093 6.115 0.0 -0.3 0.3 0.064
H -0.355 12.744 5.566 -0.4 -0.7 -0.3 0.110
H -1.930 12.156 3.739 -0.5 0.1 -0.2 0.129
H -0.263 12.103 3.255 0.1 -0.4 -0.7 0.113
H -1.468 13.605 0.341 0.2 0.5 0.4 0.085
H -2.388 12.418 1.174 -0.2 -0.1 0.4 0.086
H -0.661 12.223 1.059 0.3 0.1 0.3 0.083
H 1.205 13.555 3.988 1.1 -0.3 0.2 0.081
H 0.400 14.830 3.928 0.5 1.2 -0.1 0.081
C -9.216 12.059 7.698 1.2 -0.5 0.3 -0.048
C -8.192 11.918 8.874 -0.3 -0.4 -1.1 -0.433
C -6.783 12.491 8.566 -1.2 -0.5 -0.8 -0.177
O -6.316 11.863 7.372 -1.0 -0.1 1.1 -0.192
C -5.124 12.349 6.828 0.6 -0.9 0.3 -0.111
N -8.763 12.555 10.025 -0.4 1.0 1.2 0.013
H -8.985 11.324 6.928 0.2 0.1 -0.1 0.069
H -9.145 13.055 7.261 -0.3 0.0 0.1 0.077
H -10.225 11.804 8.024 0.0 0.4 0.2 0.066
H -8.073 10.854 9.078 0.3 -0.4 -0.3 0.128
H -6.172 12.287 9.445 0.5 0.0 0.0 0.111
H -6.856 13.569 8.418 0.0 0.2 0.0 0.107
H -4.338 12.386 7.582 0.1 0.7 0.3 0.068
H -5.262 13.281 6.281 0.1 0.1 0.0 0.090
H -4.759 11.529 6.209 -0.1 0.3 -0.6 0.090
H -8.207 12.496 10.867 0.7 0.1 -0.1 0.067
H -9.618 12.115 10.333 -0.3 -0.1 -0.5 0.068
C 4.264 15.776 12.911 0.7 -0.6 -0.1 -0.043
C 5.718 15.210 12.993 -0.5 1.3 -0.8 -0.386
C 5.997 14.056 12.040 0.6 0.2 -0.9 -0.201
O 7.397 13.765 12.140 -0.3 -0.8 0.9 -0.188
C 7.831 12.549 11.541 -0.4 0.4 -0.4 -0.079
N 6.579 16.345 12.597 0.1 -0.4 0.4 0.053
H 4.081 16.633 13.559 0.4 -0.3 0.4 0.067
H 3.512 15.009 13.093 -0.2 0.0 0.0 0.057
H 4.111 16.199 11.919 -0.1 -0.4 -0.2 0.051
H 6.033 14.906 13.991 -0.3 0.0 0.2 0.129
H 5.886 14.369 11.002 -0.6 0.4 -0.3 0.120
H 5.349 13.184 12.132 0.1 -0.4 0.6 0.089
H 7.010 11.850 11.380 -0.3 -0.1 0.3 0.068
H 8.568 12.061 12.178 0.1 0.2 0.0 0.091
H 8.236 12.742 10.547 0.3 0.1 0.1 0.067
H 6.194 16.765 11.763 -0.2 0.2 -0.2 0.051
H 7.438 15.925 12.271 0.5 0.2 0.1 0.061
```
Positions in Å, forces in eV/Å.

Its charge is -1. Its HOMO energy is -4.504 eV. The value obtained for the LUMO energy is 1.3 eV. For the total energy, the calculation gives -6367.643526 hartree.